Computed, not measured: a structure of composition C32H94AsF6N8O11 at a distorted geometry, with wB97M-V/def2-TZVPD.

Last column: Löwdin charge in e.
Atoms and positions in Å:
1 As -0.8227 1.4679 0.5353  0.911
2 F -1.1608 -0.0600 -0.3371  -0.318
3 F -2.4138 1.2145 1.3959  -0.327
4 F -0.5719 3.0661 1.4111  -0.331
5 F 0.7202 1.5190 -0.4004  -0.319
6 F -1.5980 2.3200 -0.8264  -0.305
7 F 0.0181 0.5864 1.8537  -0.311
8 O 2.4778 6.5864 4.7074  -0.055
9 H 3.4179 6.6384 4.8795  0.023
10 H 2.3705 5.7804 4.2023  0.032
11 O -7.0537 4.2931 2.0463  -0.054
12 H -7.9547 3.9867 1.9431  0.020
13 H -6.5829 3.5389 2.4009  0.031
14 O -1.3892 8.3398 0.9135  -0.057
15 H -1.1715 7.4904 1.2974  0.031
16 H -0.8672 8.3820 0.1123  0.025
17 C -11.4873 -1.2144 0.2493  -0.073
18 C -10.4793 -0.1217 -0.1491  -0.389
19 C -10.2820 0.1570 -1.6994  -0.185
20 O -9.6670 -0.9584 -2.3295  -0.195
21 C -8.2519 -1.0467 -2.2049  -0.101
22 N -10.9341 1.0747 0.5979  0.010
23 H -10.9066 -2.1368 0.2407  0.069
24 H -12.3238 -1.2647 -0.4477  0.076
25 H -11.8225 -1.0957 1.2796  0.066
26 H -9.5113 -0.5133 0.1633  0.116
27 H -9.7899 1.0976 -1.9466  0.116
28 H -11.2451 0.3410 -2.1756  0.114
29 H -7.9080 -1.7417 -2.9709  0.090
30 H -7.8844 -1.2512 -1.1993  0.081
31 H -7.7648 -0.0970 -2.4261  0.084
32 H -11.0063 0.8389 1.5773  0.058
33 H -11.7865 1.4846 0.2437  0.065
34 C 5.7456 -7.9219 -7.3660  -0.078
35 C 5.4970 -6.7560 -6.4084  -0.414
36 C 4.3308 -7.1036 -5.4269  -0.194
37 O 4.0655 -5.9771 -4.6045  -0.213
38 C 3.3149 -4.9648 -5.2213  -0.101
39 N 6.7272 -6.5802 -5.6303  0.029
40 H 4.9594 -8.2450 -8.0482  0.075
41 H 6.2234 -8.8029 -6.9373  0.074
42 H 6.5008 -7.4952 -8.0261  0.072
43 H 5.3350 -5.8468 -6.9873  0.124
44 H 4.5912 -7.9653 -4.8122  0.124
45 H 3.3877 -7.4395 -5.8582  0.113
46 H 3.1133 -4.1469 -4.5295  0.094
47 H 2.4368 -5.4357 -5.6631  0.092
48 H 4.0084 -4.4874 -5.9137  0.078
49 H 7.1274 -7.4582 -5.3317  0.061
50 H 6.5509 -6.2844 -4.6808  0.064
51 C 7.3913 3.2886 -1.2920  -0.077
52 C 7.4770 3.3153 -2.8058  -0.444
53 C 7.7603 1.8397 -3.2771  -0.193
54 O 9.0916 1.4196 -2.9017  -0.201
55 C 9.5577 0.2061 -3.5666  -0.090
56 N 6.1975 3.6870 -3.3249  0.026
57 H 6.6172 2.6047 -0.9440  0.077
58 H 6.9422 4.2315 -0.9801  0.077
59 H 8.2521 2.9607 -0.7091  0.079
60 H 8.1916 4.0716 -3.1305  0.140
61 H 7.7654 1.8975 -4.3656  0.104
62 H 6.9545 1.1615 -2.9966  0.126
63 H 9.5147 0.4206 -4.6344  0.077
64 H 9.0625 -0.7400 -3.3483  0.080
65 H 10.5995 0.0438 -3.2900  0.078
66 H 5.4928 3.0622 -2.9602  0.076
67 H 6.1704 3.3988 -4.2925  0.065
68 C 0.6978 0.6896 9.1148  -0.051
69 C 1.4372 1.9940 9.5489  -0.431
70 C 2.9633 1.9544 9.2806  -0.189
71 O 3.5220 0.7965 9.9116  -0.201
72 C 4.4374 0.0970 9.0865  -0.116
73 N 0.7140 3.0601 8.8879  0.024
74 H -0.3026 0.6935 9.5474  0.074
75 H 1.2727 -0.1760 9.4440  0.067
76 H 0.5583 0.6383 8.0349  0.075
77 H 1.3228 2.1866 10.6156  0.127
78 H 3.3396 2.8649 9.7468  0.120
79 H 3.1252 1.9006 8.2040  0.121
80 H 3.8674 -0.4500 8.3355  0.086
81 H 5.1816 -0.5453 9.5574  0.084
82 H 5.0227 0.8184 8.5161  0.077
83 H 1.3420 3.8346 8.7267  0.064
84 H 0.3272 2.7739 7.9999  0.067
85 C 1.0414 -8.1338 8.7604  -0.071
86 C 0.3594 -8.1380 7.3700  -0.434
87 C 0.6088 -6.8118 6.5118  -0.158
88 O -0.0866 -7.1015 5.2887  -0.237
89 C -0.1897 -5.9971 4.4143  -0.099
90 N 0.7370 -9.3346 6.6749  0.027
91 H 2.0949 -7.8639 8.6869  0.072
92 H 0.8286 -9.1027 9.2121  0.071
93 H 0.5205 -7.4296 9.4090  0.066
94 H -0.7081 -8.2422 7.5638  0.132
95 H 1.6710 -6.6470 6.3313  0.121
96 H 0.2024 -5.9226 6.9938  0.119
97 H -0.8299 -5.2736 4.9191  0.087
98 H -0.5770 -6.4319 3.4929  0.095
99 H 0.7364 -5.4418 4.2653  0.085
100 H 0.3791 -8.9923 5.7946  0.050
101 H 1.6948 -9.5006 6.4007  0.074
102 C 7.0054 -3.7029 2.9974  -0.065
103 C 7.7462 -4.9855 2.5059  -0.390
104 C 7.1509 -6.2509 3.2504  -0.195
105 O 7.4254 -6.3376 4.6615  -0.195
106 C 8.8346 -6.5623 4.9544  -0.092
107 N 7.5941 -5.1379 1.0211  0.026
108 H 7.0311 -2.8215 2.3568  0.070
109 H 7.3379 -3.3346 3.9679  0.070
110 H 5.9701 -4.0112 3.1431  0.071
111 H 8.7980 -4.8554 2.7608  0.115
112 H 7.3592 -7.2177 2.7920  0.115
113 H 6.0698 -6.1545 3.1511  0.112
114 H 9.4094 -5.6362 4.9553  0.075
115 H 9.2841 -7.2212 4.2115  0.083
116 H 8.9463 -7.0122 5.9409  0.081
117 H 6.6329 -5.3330 0.7800  0.064
118 H 7.8458 -4.2193 0.6850  0.057
119 C -8.6732 7.5874 -3.8061  -0.071
120 C -8.5983 8.4079 -2.4757  -0.430
121 C -9.7878 8.0157 -1.6730  -0.207
122 O -9.6788 8.7912 -0.4430  -0.191
123 C -10.8651 8.7513 0.3624  -0.114
124 N -7.3767 8.0001 -1.8070  0.038
125 H -7.8802 7.7885 -4.5264  0.071
126 H -9.6194 7.6798 -4.3393  0.065
127 H -8.5734 6.5285 -3.5677  0.076
128 H -8.5686 9.4870 -2.6263  0.139
129 H -9.8403 6.9595 -1.4091  0.130
130 H -10.6955 8.2914 -2.2098  0.120
131 H -10.8387 9.2555 1.3284  0.079
132 H -11.0088 7.7347 0.7285  0.078
133 H -11.7376 9.1254 -0.1733  0.079
134 H -7.4597 7.1204 -1.3177  0.077
135 H -6.7235 7.7326 -2.5295  0.062
136 C -1.5223 2.9080 -8.1123  -0.062
137 C -1.6566 4.4548 -8.0815  -0.432
138 C -2.0441 5.0088 -9.5050  -0.201
139 O -3.3900 4.6974 -9.7242  -0.202
140 C -3.8489 4.9830 -10.9875  -0.121
141 N -2.6243 4.8600 -7.1043  0.029
142 H -2.3859 2.4028 -8.5448  0.078
143 H -1.3124 2.4549 -7.1434  0.074
144 H -0.6058 2.7554 -8.6822  0.066
145 H -0.7279 4.9623 -7.8205  0.129
146 H -1.3140 4.4485 -10.0890  0.116
147 H -1.8637 6.0816 -9.5729  0.124
148 H -3.4359 5.9631 -11.2262  0.084
149 H -4.9273 5.1061 -10.8874  0.094
150 H -3.5208 4.2347 -11.7089  0.092
151 H -2.4932 4.2972 -6.2760  0.071
152 H -3.4752 4.4922 -7.5053  0.061

Forces on atoms 1 to 6 (eV/Å):
As -0.4386 -0.4543 -0.2042
F 0.2636 0.8815 0.8381
F 1.7826 0.6323 -0.8600
F -0.1305 -2.0894 -1.1971
F -1.1413 0.4298 1.2396
F 0.4168 -0.3242 1.3104

Summary:
- ΔE to the lowest compared entry with this formula, charge and spin (eV) = 6.173
- orbital gap (eV) = 9.23
- total charge = -1
- calculated total energy (eV) = -146292.433